[1]
A structure of composition C34H26CaN8O2 at a distorted geometry. Source: the OMol25 dataset; level of theory: ωB97M-V/def2-TZVPD.

Frontier orbital gap (alpha / beta) (Ha): 0.1838 / 0.2604
Total energy (eV): -70130.6016
Energy above the lowest of the compared OMol25 structures with the same formula, charge and spin (kcal/mol): 0.0
M (g/mol): 618.71

```
71
Properties=species:S:1:pos:R:3:forces:R:3
Ca -0.407 0.667 -0.461 -0.1 -1.0 -1.3
O 0.473 3.412 2.442 0.0 0.0 0.0
C -0.719 4.033 2.339 -0.2 0.1 -0.3
C -1.147 4.818 3.408 0.1 0.0 0.1
C -2.325 5.533 3.323 0.0 0.0 0.0
C -3.107 5.477 2.174 -0.1 0.0 -0.1
C -2.711 4.673 1.124 0.0 -0.1 0.1
C -1.533 3.932 1.195 0.2 0.0 0.0
C -1.170 3.011 0.087 0.0 0.3 0.0
O 0.058 2.600 -0.039 0.5 2.4 0.5
N -2.151 2.587 -0.660 -0.6 0.6 0.4
N -1.892 1.665 -1.632 -0.6 0.5 -1.8
C -1.475 2.077 -2.766 -0.7 0.3 0.3
C -1.280 1.200 -3.911 0.3 0.0 -0.4
C -1.377 1.759 -5.135 0.0 0.0 0.4
C -1.270 0.985 -6.354 0.0 -0.2 -0.2
C -0.997 -0.316 -6.282 0.0 0.1 0.0
C -0.755 -0.945 -4.960 0.3 0.0 0.2
N -1.136 -0.197 -3.730 -0.4 -0.3 -0.1
H 0.676 3.056 1.554 0.0 -0.1 0.0
H -0.528 4.867 4.295 0.0 0.0 0.0
H -2.636 6.155 4.153 0.0 0.0 0.0
H -4.022 6.050 2.104 0.0 0.0 0.0
H -3.311 4.586 0.228 0.0 0.0 0.0
H -1.367 3.146 -2.945 0.0 0.0 0.0
H -1.592 2.817 -5.201 0.0 0.0 0.0
H -1.414 1.485 -7.303 0.0 0.0 0.0
H -0.883 -0.942 -7.157 0.0 0.1 0.0
H -1.175 -1.949 -4.897 0.0 0.0 0.0
N 4.288 -3.502 7.554 0.0 0.0 0.0
C 3.682 -3.050 6.688 0.2 -0.1 0.2
C 2.934 -2.502 5.598 -0.2 0.1 -0.3
C 1.879 -3.231 5.049 0.0 0.0 0.0
C 1.182 -2.718 3.970 0.0 0.1 0.0
C 1.528 -1.485 3.418 -0.1 -0.1 -0.1
C 2.564 -0.752 3.990 0.0 0.0 0.0
C 3.265 -1.254 5.073 0.0 0.0 0.1
C 0.800 -0.972 2.222 0.1 -0.1 0.0
C 1.205 -1.470 0.954 0.1 0.3 -0.1
C 1.803 -2.785 0.704 0.1 -0.3 -0.2
C 1.807 -2.982 -0.622 0.0 0.0 0.2
C 1.299 -1.737 -1.272 -0.5 -0.3 -0.8
N 1.011 -0.843 -0.205 1.5 -1.6 0.9
C -0.311 -0.145 2.442 -0.1 -0.1 0.2
C -0.810 0.274 3.716 0.1 0.0 0.0
C -2.037 0.854 3.494 0.0 0.0 0.0
C -2.258 0.782 2.099 0.0 0.0 0.3
N -1.237 0.200 1.464 -0.5 -0.5 1.4
H 1.613 -4.190 5.473 0.0 0.0 0.0
H 0.352 -3.269 3.545 0.0 0.0 0.0
H 2.816 0.218 3.583 0.0 0.0 0.0
H 4.075 -0.690 5.516 0.0 0.0 0.0
H 2.127 -3.476 1.466 0.0 0.0 0.0
H 2.160 -3.849 -1.162 0.0 0.0 0.1
H 2.030 -1.337 -1.989 0.2 0.0 0.2
H -0.302 0.139 4.658 0.0 0.0 0.0
H -2.706 1.282 4.223 0.0 0.0 0.0
H -3.122 1.132 1.552 0.0 0.1 0.0
N 1.455 -4.621 -4.145 0.0 0.0 0.0
C 0.972 -3.339 -3.899 -0.1 0.1 0.1
C 1.466 -2.224 -4.542 -0.1 -0.1 0.0
C 0.713 -0.962 -4.414 -0.1 0.1 -0.2
N 0.118 -0.595 -3.063 -0.1 0.2 0.0
C -0.020 -1.818 -2.222 0.7 0.2 0.5
C -0.001 -3.121 -2.913 0.1 -0.4 -0.2
H 1.848 -4.774 -5.059 -0.1 0.0 0.0
H 0.856 -5.372 -3.842 0.0 0.0 0.0
H 2.242 -2.295 -5.293 0.1 0.0 0.1
H 1.260 -0.099 -4.796 0.0 0.0 0.0
H -0.896 -1.702 -1.582 -0.1 -0.1 -0.1
H -0.473 -3.963 -2.420 0.0 0.0 0.0
```
Forces are in eV/Å.

Charge distribution, Löwdin scheme, values in e: number 1, Ca, carries 1.400; number 2, O, carries 0.064; number 3, C, carries -0.268; number 4, C, carries -0.015; number 5, C, carries -0.086; number 6, C, carries -0.096; number 7, C, carries -0.035; number 8, C, carries -0.094; number 9, C, carries -0.492; number 10, O, carries -0.241; number 11, N, carries 0.037; number 12, N, carries -0.144; number 13, C, carries -0.087; number 14, C, carries -0.211; number 15, C, carries -0.019; number 16, C, carries -0.073; number 17, C, carries -0.031; number 18, C, carries -0.194; number 19, N, carries 0.026; number 20, H, carries 0.075; number 21, H, carries 0.117; number 22, H, carries 0.102; number 23, H, carries 0.097; number 24, H, carries 0.107; number 25, H, carries 0.141; number 26, H, carries 0.111; number 27, H, carries 0.106; number 28, H, carries 0.112; number 29, H, carries 0.141; number 30, N, carries 0.154; number 31, C, carries -0.189; number 32, C, carries -0.236; number 33, C, carries -0.018; number 34, C, carries -0.021; number 35, C, carries -0.199; number 36, C, carries -0.001; number 37, C, carries -0.015; number 38, C, carries -0.080; number 39, C, carries -0.229; number 40, C, carries 0.022; number 41, C, carries 0.000; number 42, C, carries -0.286; number 43, N, carries -0.102; number 44, C, carries -0.260; number 45, C, carries -0.018; number 46, C, carries -0.066; number 47, C, carries -0.152; number 48, N, carries -0.100; number 49, H, carries 0.120; number 50, H, carries 0.128; number 51, H, carries 0.127; number 52, H, carries 0.120; number 53, H, carries 0.110; number 54, H, carries 0.111; number 55, H, carries 0.157; number 56, H, carries 0.109; number 57, H, carries 0.097; number 58, H, carries 0.111; number 59, N, carries 0.105; number 60, C, carries -0.366; number 61, C, carries 0.020; number 62, C, carries -0.189; number 63, N, carries -0.007; number 64, C, carries -0.224; number 65, C, carries 0.010; number 66, H, carries 0.090; number 67, H, carries 0.090; number 68, H, carries 0.113; number 69, H, carries 0.152; number 70, H, carries 0.142; number 71, H, carries 0.122

=====

[2]
A cluster of 2 separate species, C3H8N3OS in total at a distorted geometry. Source: the OMol25 dataset; level of theory: ωB97M-V/def2-TZVPD.

Net charge: +1
Frontier orbital gap (Ha): 0.3192
Total energy (eV): -20583.3365
Energy above the lowest of the compared OMol25 structures with the same formula, charge and spin (kcal/mol): 75.8
M (g/mol): 134.18

```
16
Properties=species:S:1:pos:R:3:forces:R:3
C -1.905 2.062 -1.854 -3.6 2.5 -4.9
C 0.191 -0.979 0.973 0.5 -2.3 -2.2
C 1.849 -1.374 -0.583 3.3 -3.8 -0.1
N -1.354 1.545 -0.905 1.2 -1.5 3.0
N -0.923 1.032 0.018 -0.2 0.9 -0.9
N 0.018 -0.037 2.041 -0.3 0.6 1.7
O 1.370 -0.677 0.463 -1.1 1.4 2.5
S -0.832 -2.144 0.417 0.9 1.4 1.4
H -3.048 2.096 -1.970 1.9 -0.4 0.7
H -1.391 2.529 -2.720 0.1 -0.5 1.1
H 1.914 -2.499 -0.455 -0.6 1.3 0.2
H 2.859 -1.078 -0.752 0.9 0.4 0.4
H 1.438 -1.166 -1.478 -2.4 0.7 -2.9
H -0.514 0.751 1.615 -0.1 0.1 -0.1
H 0.884 0.394 2.431 -0.4 -0.8 -0.4
H -0.558 -0.455 2.761 -0.1 -0.1 0.5
```
Forces are in eV/Å.

Charge distribution, Löwdin scheme, values in e: number 1, C, carries 0.006; number 2, C, carries -0.878; number 3, C, carries -0.122; number 4, N, carries -0.141; number 5, N, carries 0.182; number 6, N, carries 0.191; number 7, O, carries -0.089; number 8, S, carries 0.837; number 9, H, carries 0.136; number 10, H, carries 0.109; number 11, H, carries 0.132; number 12, H, carries 0.104; number 13, H, carries 0.065; number 14, H, carries 0.096; number 15, H, carries 0.204; number 16, H, carries 0.167

=====

[3]
A cluster of 2 separate species, C2H6O in total at a distorted geometry. Source: the OMol25 dataset; level of theory: ωB97M-V/def2-TZVPD.

Frontier orbital gap (Ha): 0.4035
Total energy (eV): -4217.7276
Energy above the lowest of the compared OMol25 structures with the same formula, charge and spin (kcal/mol): 17.1
Structure (SMILES): C=C.O
M (g/mol): 46.07

```
9
Properties=species:S:1:pos:R:3:forces:R:3
C -1.365 0.209 0.274 0.6 0.9 0.2
C -1.391 -1.061 -0.058 -0.6 -0.8 -0.4
H -2.272 0.811 0.401 0.4 -0.3 -0.1
H -0.399 0.713 0.392 -0.4 0.0 0.1
H -2.361 -1.523 -0.277 0.4 -0.1 0.2
H -0.494 -1.676 -0.186 -0.4 0.3 0.0
O 2.543 0.883 -0.517 0.6 -0.1 1.0
H 2.714 0.059 -0.007 -0.1 0.9 -0.5
H 3.025 1.584 -0.023 -0.5 -0.8 -0.5
```
Forces are in eV/Å.

Charge distribution, Löwdin scheme, values in e: number 1, C, carries -0.093; number 2, C, carries -0.097; number 3, H, carries 0.051; number 4, H, carries 0.040; number 5, H, carries 0.047; number 6, H, carries 0.049; number 7, O, carries -0.091; number 8, H, carries 0.047; number 9, H, carries 0.048